Entry 1:
DFT (the ωB97M-V functional and the def2-TZVPD basis) results for C20H20N6O2RhS2 as an isolated structure at a distorted geometry.

The value obtained for the strongest force on any atom is 0.0836 hartree/bohr. The calculation puts the orbital gap (spin up / spin down) at 6.51 / 6.49 eV. Its HOMO energy (spin up / spin down) is -11.549 / -11.498 eV. Its net charge is +1. Its energy is -2159.8503 Ha. The value obtained for the LUMO energy (spin up / spin down) is -5.04 / -5.01 eV.

Element x y z (Å)
Rh: -2.5572 0.6062 0.2626
C: -1.2840 -1.1505 4.0217
C: -1.5495 -0.3297 2.8091
N: -2.2747 -0.7162 1.8398
N: -2.8744 -1.9441 1.8743
C: -3.8251 -2.0540 1.0219
N: -4.5041 -3.2009 0.9085
S: -4.3717 -0.7236 -0.0226
C: -1.0437 1.0509 2.6838
C: -0.0237 1.5748 3.4404
C: 0.3396 2.8995 3.2486
C: -0.3436 3.6658 2.3215
C: -1.3509 3.0692 1.5898
N: -1.6815 1.7849 1.7705
H: -1.9391 -2.0135 4.0428
H: -1.4249 -0.5473 4.9197
H: -0.2467 -1.4999 3.9981
H: -4.3065 -3.9617 1.5375
H: -5.2928 -3.2622 0.2919
H: 0.5030 0.9403 4.1414
H: 1.1586 3.3283 3.8140
H: -0.0936 4.7042 2.1528
H: -1.9190 3.6155 0.8519
C: 4.6984 -3.1555 -3.1044
C: 3.7319 -2.3224 -2.3024
C: 2.4094 -2.7286 -2.1253
C: 1.5301 -1.9812 -1.3602
C: 1.9864 -0.8020 -0.7766
C: 3.2904 -0.3586 -0.9582
C: 4.1529 -1.1264 -1.7219
S: 0.9519 0.0392 0.3574
O: 1.4835 1.3565 0.6004
O: 0.7287 -0.8252 1.4855
N: -0.4741 0.1138 -0.4441
C: -0.6458 1.0536 -1.4453
C: 0.2969 1.7750 -2.1952
C: -0.1523 2.6532 -3.1532
C: -1.5211 2.8281 -3.3830
C: -2.3926 2.1140 -2.6116
N: -1.9615 1.2454 -1.6720
H: 4.1998 -4.0021 -3.5741
H: 5.4938 -3.5402 -2.4638
H: 5.1710 -2.5573 -3.8858
H: 2.0675 -3.6477 -2.5885
H: 0.5050 -2.3005 -1.2072
H: 3.6154 0.5690 -0.4989
H: 5.1759 -0.7950 -1.8686
H: 1.3508 1.6515 -1.9964
H: 0.5645 3.2218 -3.7349
H: -1.8871 3.4983 -4.1491
H: -3.4638 2.1871 -2.7424



Entry 2:
DFT (the ωB97M-V functional and the def2-TZVPD basis) results for C8H14NS as an isolated structure at a distorted geometry.

The value obtained for the strongest force on any atom is 0.1157 hartree/bohr. The calculation puts the orbital gap at 9.38 eV. Its HOMO energy is -12.431 eV. Its net charge is +1. Its energy is -765.7705 Ha. The value obtained for the LUMO energy is -3.06 eV.

Element x y z (Å)
C: 3.6565 -0.6888 -0.2489
C: 2.3788 -1.1829 -0.5500
C: 3.6541 0.5771 0.2268
C: 1.4315 -0.2729 -0.2356
C: -0.7356 -1.6886 0.9670
C: -1.3303 1.2721 1.0630
C: -0.7815 1.2530 -1.4008
C: -0.5205 -0.7542 -0.1782
N: -1.2784 0.5439 -0.1982
S: 2.0374 1.1348 0.4795
H: 4.6231 -1.1965 -0.4107
H: 2.0157 -2.0460 -0.9239
H: 4.5929 1.0236 0.4478
H: -1.8441 -1.9183 1.0497
H: -0.0432 -2.6193 0.9320
H: -0.6043 -1.3550 1.8914
H: -0.3580 1.2953 1.3674
H: -1.6839 2.1769 0.8215
H: -1.7810 0.6296 1.8617
H: -0.0374 1.9579 -1.2542
H: -0.5873 0.7022 -2.3154
H: -1.5375 1.8987 -1.6383
H: -0.4265 -1.3658 -0.9996
H: -2.3062 0.4384 -0.2482